No. 1
This record from the Open Molecules 2025 dataset describes a molecular structure, C23H42N2O3P2Ti. The level of theory is ωB97M-V with the def2-TZVPD basis set.

Last column: Löwdin charge in e.
CARTESIAN COORDINATES (ANGSTROEM)
P (-0.221, -2.273, -3.852)  0.88
P (0.245, 0.949, -3.853)  0.87
C (-0.389, -1.291, -5.431)  -0.41
C (0.401, 0.014, -5.438)  -0.40
H (-1.462, -1.110, -5.579)  0.08
H (-0.046, -1.950, -6.239)  0.09
H (1.472, -0.153, -5.613)  0.08
H (0.033, 0.692, -6.219)  0.09
C (-1.410, 1.679, -4.190)  -0.25
H (-1.667, 2.393, -3.396)  0.05
H (-2.189, 0.905, -4.240)  0.05
H (-1.349, 2.203, -5.152)  0.06
C (1.290, 2.399, -4.203)  -0.26
H (0.904, 2.915, -5.094)  0.06
H (2.325, 2.074, -4.375)  0.05
H (1.260, 3.077, -3.338)  0.05
C (-1.120, -3.762, -4.427)  -0.27
H (-1.062, -4.532, -3.647)  0.04
H (-0.656, -4.129, -5.354)  0.05
H (-2.171, -3.503, -4.610)  0.05
C (1.485, -2.860, -4.247)  -0.26
H (2.211, -2.037, -4.238)  0.04
H (1.463, -3.315, -5.247)  0.06
H (1.790, -3.615, -3.513)  0.05
Ti (-0.114, -1.094, 1.255)  1.24
C (0.877, 0.756, 0.128)  -0.12
C (-0.490, 0.947, -0.013)  -0.09
C (-1.360, 0.471, -1.120)  -0.20
C (-1.992, -0.944, -1.097)  -0.16
C (-1.120, -2.089, -0.685)  -0.17
C (0.260, -2.214, -0.833)  -0.18
C (1.148, -1.216, -1.507)  -0.29
C (1.801, -0.062, -0.718)  -0.15
C (1.371, -2.117, 2.108)  -0.10
H (1.382, 1.396, 0.860)  0.12
H (-0.932, 1.745, 0.590)  0.14
H (-0.780, 0.553, -2.064)  -0.01
H (-2.191, 1.188, -1.251)  0.14
H (-2.883, -0.917, -0.444)  0.13
H (-2.399, -1.132, -2.113)  0.14
H (-1.678, -2.994, -0.420)  0.14
H (0.697, -3.204, -0.675)  0.14
H (0.547, -0.716, -2.299)  -0.05
H (1.963, -1.751, -2.023)  0.12
H (2.631, -0.457, -0.107)  0.13
H (2.285, 0.593, -1.466)  0.15
H (2.022, -1.435, 2.685)  0.07
H (1.966, -2.655, 1.351)  0.06
H (0.918, -2.850, 2.807)  0.07
C (-0.627, 4.020, 4.652)  -0.07
C (-0.009, 2.942, 5.514)  -0.17
C (-0.274, 1.501, 5.014)  -0.30
C (0.369, 0.460, 5.972)  -0.16
C (1.847, 0.708, 6.236)  -0.07
C (-1.765, 1.214, 4.951)  -0.31
O (-2.662, 1.883, 5.429)  0.18
N (-2.076, -0.017, 4.302)  0.25
C (-1.365, -0.387, 3.226)  -0.47
O (-1.717, -1.350, 2.429)  -0.03
N (-0.229, 0.240, 2.897)  0.08
C (0.284, 1.314, 3.607)  -0.36
O (1.148, 2.024, 3.092)  0.11
H (-0.233, 3.951, 3.634)  0.07
H (-0.368, 4.999, 5.065)  0.10
H (-1.715, 3.914, 4.649)  0.08
H (1.079, 3.081, 5.568)  0.12
H (-0.399, 3.012, 6.541)  0.14
H (-0.184, 0.504, 6.922)  0.14
H (0.209, -0.544, 5.556)  0.12
H (1.982, 1.492, 6.994)  0.09
H (2.303, -0.210, 6.623)  0.09
H (2.375, 1.007, 5.321)  0.08
H (-3.040, -0.327, 4.359)  0.19

For the LUMO energy (alpha / beta), the calculation gives -0.3262 / -0.3262 hartree. The HOMO energy (alpha / beta) comes out at -13.489 / -13.489 eV. Its total charge is +2. The calculation puts the frontier orbital gap (alpha / beta) at 0.1695 / 0.1695 Eh.



No. 2
This record from the Open Molecules 2025 dataset describes 2 unconnected molecules or ions with the total composition C3H6Si. The level of theory is ωB97M-V with the def2-TZVPD basis set.

Last column: natural (NBO) charge in e.
CARTESIAN COORDINATES (ANGSTROEM)
C (-2.102, -0.048, 0.578)  -0.22
C (1.581, 1.142, -0.427)  -1.16
C (-2.181, -0.804, -0.284)  -0.24
Si (1.436, -0.506, 0.006)  1.03
H (0.886, 1.743, -1.022)  0.24
H (-2.391, -1.339, -1.192)  0.24
H (-1.947, 0.539, 1.443)  0.23
H (2.110, 1.926, 0.107)  0.24
H (2.413, -1.305, 0.627)  -0.20
H (0.194, -1.348, 0.165)  -0.16

The energy relative to the best compared isomer or geometry (same formula, charge and spin) is 306.49 kJ/mol. As for the structure (SMILES): C=[SiH2].C#C. For the LUMO energy, the calculation gives 0.0040 hartree. The HOMO energy comes out at -8.423 eV. Its total charge is 0. The calculation puts the frontier orbital gap at 0.3136 Eh.



| no. | E_tot (Eh) |
| --- | --- |
| 1 | -2768.3938 |
| 2 | -407.1997 |